{
  "formula": "C36H33F5N6P2RhSe3",
  "method": "ωB97M-V/def2-TZVPD",
  "species": ["Rh", "N", "C", "C", "N", "C", "C", "N", "H", "H", "H", "H", "H", "H", "H", "H", "H", "H", "H", "H", "H", "Se", "P", "C", "C", "C", "C", "C", "C", "C", "C", "C", "C", "C", "C", "C", "C", "N", "N", "N", "P", "Se", "C", "C", "C", "C", "C", "C", "C", "C", "C", "C", "C", "C", "H", "H", "H", "H", "H", "H", "H", "H", "H", "H", "H", "H", "H", "H", "H", "H", "H", "H", "H", "H", "F", "C", "C", "F", "C", "F", "C", "Se", "C", "F", "C", "F"],
  "xyz": [[-0.6447, -2.6806, -0.6892], [-2.8173, -3.6615, -0.8155], [-3.3822, -3.9606, 0.5036], [-3.1996, -2.7606, 1.4283], [-1.8431, -2.1975, 1.3624], [-0.9601, -2.5523, 2.4821], [-0.2906, -3.8993, 2.2470], [0.5274, -3.8065, 1.0345], [-2.8335, -4.4926, -1.3942], [-3.3750, -2.9570, -1.2888], [-4.4481, -4.1958, 0.4502], [-2.8622, -4.8300, 0.9028], [-3.9108, -1.9838, 1.1427], [-3.4342, -3.0718, 2.4499], [-1.9217, -1.1895, 1.3111], [-0.1737, -1.7993, 2.5507], [-1.5063, -2.5680, 3.4302], [0.2968, -4.1625, 3.1304], [-1.0433, -4.6757, 2.1004], [1.2987, -3.1477, 1.1789], [0.9259, -4.7058, 0.7971], [4.5731, 2.3372, 0.1878], [2.5840, 2.4311, 0.9250], [1.6967, 3.9081, 0.3287], [0.5619, 4.3662, 0.9965], [-0.0050, 5.5804, 0.6434], [0.5426, 6.3328, -0.3857], [1.6811, 5.8868, -1.0404], [2.2675, 4.6870, -0.6698], [2.4826, 2.6478, 2.7351], [2.6495, 3.9420, 3.2280], [2.5969, 4.1790, 4.5913], [2.3868, 3.1279, 5.4721], [2.2501, 1.8371, 4.9875], [2.3018, 1.5899, 3.6224], [1.7519, 0.8597, 0.5325], [0.7547, 0.3029, -0.2905], [0.7671, -1.0316, -0.0293], [1.7123, -1.2800, 0.8513], [2.3200, -0.1797, 1.1835], [-0.4984, 0.9233, -1.4023], [-1.7895, -0.6516, -2.0961], [0.2671, 1.7752, -2.7946], [-0.5545, 2.2138, -3.8350], [-0.0040, 2.8913, -4.9075], [1.3680, 3.1046, -4.9600], [2.1897, 2.6089, -3.9604], [1.6445, 1.9467, -2.8714], [-1.5026, 2.0640, -0.4109], [-1.6593, 1.7869, 0.9459], [-2.5094, 2.5571, 1.7213], [-3.2158, 3.6020, 1.1397], [-3.0649, 3.8747, -0.2112], [-2.2081, 3.1113, -0.9890], [0.1468, 3.7970, 1.8187], [-0.8640, 5.9472, 1.1890], [0.0984, 7.2821, -0.6574], [2.1351, 6.4854, -1.8194], [3.1940, 4.3653, -1.1278], [2.8272, 4.7630, 2.5451], [2.7243, 5.1879, 4.9611], [2.3431, 3.3145, 6.5374], [2.1121, 1.0116, 5.6742], [2.2313, 0.5811, 3.2502], [-1.6168, 1.9977, -3.8107], [-0.6399, 3.2356, -5.7121], [1.8014, 3.6466, -5.7904], [3.2631, 2.7332, -4.0212], [2.3007, 1.5441, -2.1091], [-1.0868, 0.9893, 1.4069], [-2.6165, 2.3435, 2.7770], [-3.8747, 4.2091, 1.7467], [-3.6121, 4.6907, -0.6650], [-2.0849, 3.3373, -2.0398], [0.2023, -9.8723, -2.7123], [0.2009, -8.5614, -2.6759], [-0.3955, -7.8943, -1.6168], [-0.9724, -8.5697, -0.6335], [-0.3892, -6.5152, -1.5930], [-0.9904, -5.9177, -0.5608], [0.2110, -5.7514, -2.5949], [0.2846, -3.8590, -2.6274], [0.7985, -6.4571, -3.6511], [1.3789, -5.7829, -4.6298], [0.7952, -7.8364, -3.7003], [1.3528, -8.4791, -4.7102]],
  "forces_ev_per_angstrom": [[-0.42, 0.54, 0.80], [0.11, 0.02, -0.14], [0.08, 0.15, 0.17], [-0.03, -0.18, -0.13], [0.15, 0.06, -0.07], [0.15, -0.20, 0.06], [-0.15, 0.13, 0.01], [-0.08, -0.11, -0.15], [0.01, 0.00, -0.05], [-0.03, 0.01, -0.01], [0.02, -0.08, 0.02], [0.00, -0.04, -0.05], [0.03, 0.03, 0.00], [-0.07, 0.09, 0.01], [0.04, 0.05, -0.04], [-0.08, 0.07, 0.01], [-0.01, 0.02, -0.01], [0.02, -0.02, -0.02], [0.03, -0.04, 0.06], [-0.01, 0.01, -0.02], [-0.04, -0.07, -0.04], [-0.42, 0.00, 0.05], [0.93, 0.37, -0.16], [-0.13, -0.26, 0.04], [-0.09, 0.03, -0.09], [-0.10, -0.12, 0.08], [0.06, 0.06, -0.05], [-0.05, 0.05, -0.01], [0.02, -0.08, -0.14], [-0.17, -0.23, -0.13], [0.07, -0.05, 0.02], [0.04, 0.05, -0.07], [-0.01, -0.01, 0.06], [0.00, -0.03, 0.01], [-0.02, 0.16, 0.06], [-0.34, -0.33, -0.15], [0.17, 0.03, 0.36], [-0.30, 0.12, -0.47], [0.07, 0.00, -0.03], [0.05, 0.10, 0.16], [0.26, 0.48, 0.21], [-0.05, -0.39, 0.03], [-0.14, -0.14, 0.10], [-0.05, -0.01, 0.04], [-0.04, -0.01, -0.02], [0.06, 0.00, 0.01], [0.07, 0.06, 0.00], [0.03, -0.11, 0.13], [0.12, -0.15, -0.06], [0.02, -0.03, 0.03], [-0.03, -0.02, -0.02], [0.01, 0.00, 0.05], [-0.01, 0.08, -0.04], [0.04, -0.02, -0.06], [-0.01, 0.02, -0.02], [-0.05, 0.00, -0.02], [0.00, 0.00, 0.01], [-0.02, 0.00, 0.00], [-0.01, -0.07, -0.02], [-0.01, 0.02, 0.04], [0.00, -0.01, 0.02], [0.00, 0.00, -0.01], [0.00, 0.01, 0.00], [-0.03, -0.04, 0.03], [0.02, 0.05, -0.05], [-0.01, 0.02, 0.02], [-0.02, -0.05, -0.03], [-0.01, 0.02, 0.02], [0.03, 0.10, 0.06], [0.02, 0.01, 0.01], [0.01, 0.03, 0.00], [-0.02, -0.01, -0.02], [0.01, 0.00, 0.01], [-0.02, 0.05, 0.03], [-0.01, -0.24, 0.00], [0.02, 0.26, -0.03], [-0.01, 0.15, 0.01], [-0.04, -0.11, 0.05], [0.10, 0.07, -0.12], [-0.06, 0.08, 0.18], [-0.07, 0.04, 0.05], [0.28, -0.55, -0.43], [-0.04, 0.22, 0.08], [0.08, -0.08, -0.16], [-0.01, -0.04, 0.04], [0.08, -0.03, -0.12]],
  "e_above_lowest_kcal_mol": 6.2,
  "homo_lumo_gap_ev": [7.225, 4.009],
  "s_squared": 6.02,
  "charge": 1,
  "homo_ev": [-9.576, -9.576],
  "spin_multiplicity": 5,
  "e_lumo_ha": [-0.0864, -0.2046],
  "total_energy_ev": -278014.00509
}

=====

{
  "formula": "C30H35IN6OPRbSSe2",
  "method": "ωB97M-V/def2-TZVPD",
  "species": ["Rb", "N", "C", "C", "N", "H", "H", "H", "H", "H", "H", "H", "H", "Se", "P", "Se", "C", "C", "C", "C", "C", "C", "C", "C", "C", "C", "C", "C", "H", "H", "H", "H", "H", "H", "H", "H", "H", "H", "C", "C", "O", "N", "C", "C", "C", "C", "C", "C", "N", "H", "H", "H", "H", "H", "H", "H", "H", "H", "H", "S", "C", "C", "N", "C", "H", "H", "H", "I", "C", "C", "C", "C", "N", "C", "H", "H", "H", "H"],
  "xyz": [[-0.3857, 0.0699, 0.2570], [2.2676, 1.2233, -0.6141], [2.7908, 0.5626, -1.8058], [2.9915, -0.9302, -1.5800], [1.7027, -1.6128, -1.5106], [1.7761, 2.0761, -0.8631], [3.0090, 1.4555, 0.0349], [3.7346, 0.9976, -2.1595], [2.0602, 0.6945, -2.6085], [3.5177, -1.0870, -0.6328], [3.6413, -1.3152, -2.3790], [1.8313, -2.6139, -1.4275], [1.1737, -1.4276, -2.3585], [-1.2371, -0.0481, -3.0707], [-1.6287, 2.0698, -2.8937], [-1.0894, 3.0821, -1.0660], [-0.8887, 2.9206, -4.3322], [-1.1699, 2.4339, -5.6074], [-0.6316, 3.0550, -6.7207], [0.1978, 4.1604, -6.5691], [0.4806, 4.6435, -5.3023], [-0.0640, 4.0258, -4.1836], [-3.4140, 2.3772, -3.1678], [-4.3281, 1.3489, -3.3464], [-5.6741, 1.6380, -3.5312], [-6.1088, 2.9538, -3.5439], [-5.1938, 3.9857, -3.3720], [-3.8537, 3.6987, -3.1814], [-1.7984, 1.5590, -5.7208], [-0.8530, 2.6729, -7.7090], [0.6237, 4.6402, -7.4411], [1.1263, 5.5037, -5.1793], [0.1473, 4.3939, -3.1872], [-3.9751, 0.3245, -3.3416], [-6.3805, 0.8292, -3.6711], [-7.1577, 3.1794, -3.6880], [-5.5271, 5.0155, -3.3817], [-3.1424, 4.5016, -3.0285], [-4.4543, 0.7285, 0.7834], [-3.5747, -0.2886, 1.4640], [-2.5202, 0.0243, 1.9926], [-4.0230, -1.5736, 1.4659], [-3.2062, -2.6595, 1.9621], [-2.5735, -3.4493, 0.8405], [-2.8398, -4.8022, 0.6750], [-2.2669, -5.4749, -0.3947], [-1.4638, -4.7651, -1.2691], [-1.2556, -3.4138, -1.0225], [-1.7774, -2.7707, 0.0140], [-3.8162, 1.3798, 0.1848], [-4.9329, 1.3414, 1.5471], [-5.2227, 0.2860, 0.1515], [-4.8237, -1.7904, 0.8976], [-3.8022, -3.3192, 2.5954], [-2.4269, -2.2021, 2.5724], [-3.4919, -5.3135, 1.3709], [-2.4591, -6.5288, -0.5477], [-1.0099, -5.2324, -2.1318], [-0.6451, -2.8159, -1.6893], [1.4500, 4.1518, 3.4043], [0.7164, 3.0750, 4.5140], [0.0995, 2.0733, 3.8317], [0.2032, 2.1351, 2.4702], [0.8885, 3.1769, 2.1136], [0.7600, 3.2105, 5.5807], [-0.4582, 1.2645, 4.2802], [1.0684, 3.4306, 1.0785], [3.1846, -0.5384, 5.6477], [2.4598, -1.7124, 4.0874], [2.6276, -3.0888, 4.0858], [2.1223, -3.8111, 3.0158], [1.4734, -3.1271, 1.9988], [1.3132, -1.8085, 2.0002], [1.7950, -1.1164, 3.0235], [3.1428, -3.5827, 4.8984], [2.2276, -4.8864, 2.9706], [1.0631, -3.6560, 1.1449], [1.6504, -0.0413, 2.9943]],
  "forces_ev_per_angstrom": [[0.20, -0.23, -0.02], [-0.04, 0.09, 0.06], [0.07, -0.06, -0.05], [0.08, 0.06, -0.07], [-0.02, -0.04, 0.04], [0.00, 0.00, 0.01], [0.01, 0.03, -0.03], [-0.02, -0.01, 0.02], [0.00, 0.01, -0.01], [0.00, 0.01, 0.00], [-0.03, 0.01, 0.02], [0.00, 0.00, -0.04], [-0.01, -0.02, 0.01], [-0.07, 0.14, -0.08], [-0.02, -0.11, 0.06], [-0.01, 0.07, -0.13], [0.03, -0.06, 0.02], [0.02, 0.02, -0.03], [-0.01, -0.02, -0.01], [0.00, 0.01, -0.03], [0.02, 0.02, -0.02], [-0.01, -0.01, 0.04], [0.05, -0.01, 0.03], [0.08, -0.03, 0.01], [-0.05, 0.00, -0.01], [-0.02, -0.02, 0.00], [-0.01, 0.02, 0.00], [-0.03, 0.05, -0.01], [-0.01, -0.01, 0.01], [0.00, 0.00, -0.01], [0.00, 0.01, 0.00], [0.00, 0.00, -0.01], [-0.01, 0.01, 0.00], [0.00, 0.01, 0.00], [-0.02, 0.01, 0.00], [-0.01, 0.00, -0.01], [-0.01, 0.00, 0.00], [0.01, 0.00, 0.01], [0.07, 0.00, 0.00], [-0.06, -0.01, -0.12], [-0.12, 0.04, 0.28], [-0.06, 0.07, -0.01], [0.05, -0.03, 0.03], [0.00, -0.10, 0.02], [0.01, 0.00, 0.00], [0.00, 0.03, 0.02], [0.02, 0.03, -0.01], [0.07, -0.03, -0.04], [-0.13, 0.09, 0.01], [-0.02, 0.02, -0.02], [0.01, 0.02, 0.01], [0.00, -0.03, -0.01], [0.00, -0.02, 0.00], [0.00, 0.02, -0.01], [-0.01, -0.02, 0.00], [-0.01, -0.01, 0.00], [0.00, -0.01, 0.00], [-0.01, -0.02, 0.00], [0.00, 0.01, 0.00], [0.01, -0.02, 0.08], [-0.08, -0.13, -0.10], [0.00, 0.08, 0.20], [0.09, -0.07, -0.10], [-0.06, 0.00, -0.09], [0.04, 0.08, 0.01], [0.00, -0.02, 0.01], [0.04, 0.07, -0.01], [-0.01, -0.01, -0.02], [-0.02, -0.13, -0.05], [0.02, 0.06, 0.04], [-0.02, 0.04, -0.02], [0.02, -0.07, 0.00], [-0.11, 0.00, -0.04], [0.10, 0.16, 0.11], [0.00, -0.01, 0.00], [0.01, -0.01, 0.01], [-0.02, -0.01, 0.00], [0.00, -0.01, 0.00]],
  "e_above_lowest_kcal_mol": 6.4,
  "homo_lumo_gap_ev": 7.105,
  "charge": 0,
  "homo_ev": -6.978,
  "spin_multiplicity": 1,
  "e_lumo_ha": 0.0047,
  "total_energy_ev": -202242.66282
}